43
Properties=species:S:1:pos:R:3:forces:R:3:nbo_charge:R:1 method="wB97M-V/def2-TZVPD" orbital_gap_ha=0.27851 total_energy_ha=-1231.27057 largest_force_ev_per_a=3.30 e_lumo_ev=0.162 mol_weight_g_mol=432.78 e_above_lowest_kcal_mol=21.8
Pd 0.0605 0.1456 -0.0997 -1.76 0.56 2.74 1.027
O 1.9423 -0.6591 -0.1354 0.13 0.76 -0.72 -0.749
C 2.7207 -0.7532 0.9000 -0.16 -0.09 -0.21 0.398
C 4.1131 -0.5677 0.7383 0.17 -0.02 -0.04 -0.244
C 4.9980 -0.7998 1.7644 -0.13 -0.04 -0.01 -0.176
C 4.5491 -1.2526 3.0152 0.05 0.00 -0.05 -0.289
C 3.1995 -1.4085 3.2050 -0.07 0.02 0.11 -0.135
C 2.2689 -1.1218 2.1892 -0.07 -0.03 0.23 -0.248
C 0.8752 -1.1362 2.5494 0.25 0.00 0.13 0.189
N -0.0770 -0.6175 1.8788 0.52 -0.18 -1.07 -0.457
C -1.4252 -0.5540 2.4096 0.07 0.04 0.38 -0.239
C -2.3612 -0.5820 1.2467 -0.39 -0.19 -0.30 -0.250
N -1.9225 0.4473 0.3146 0.67 -0.31 -0.77 -0.452
C -2.7790 1.1284 -0.3509 -0.16 0.13 0.08 0.177
C -2.5070 2.1801 -1.2702 -0.13 0.02 -0.06 -0.216
C -3.5838 3.0107 -1.6516 -0.03 0.00 0.02 -0.144
C -3.3937 4.1309 -2.4126 0.05 0.00 -0.02 -0.301
C -2.0821 4.4396 -2.8284 -0.02 -0.10 0.04 -0.155
C -1.0230 3.6345 -2.5012 0.03 0.15 -0.09 -0.294
C -1.1913 2.4581 -1.7189 0.09 -0.09 0.03 0.416
O -0.1666 1.7248 -1.4774 0.95 -0.56 -0.42 -0.739
H 4.4530 -0.2364 -0.2348 0.01 -0.02 0.01 0.213
H 6.0566 -0.6336 1.6025 -0.01 -0.03 -0.01 0.210
H 5.2496 -1.4597 3.8132 -0.02 0.02 -0.02 0.213
H 2.8228 -1.7328 4.1716 0.02 0.03 -0.05 0.202
H 0.6464 -1.5640 3.5290 -0.06 0.03 0.04 0.171
H -1.5382 0.3930 2.9420 0.03 0.05 0.07 0.204
H -1.6438 -1.3693 3.1021 0.12 -0.07 0.04 0.199
H -3.3897 -0.4195 1.5748 -0.08 0.10 -0.07 0.195
H -2.2889 -1.5507 0.7519 -0.04 -0.01 -0.06 0.243
H -3.8365 0.9255 -0.1708 -0.01 0.06 0.21 0.176
H -4.5801 2.7570 -1.3011 0.04 -0.01 0.00 0.200
H -4.2252 4.7699 -2.6766 0.03 -0.01 -0.02 0.213
H -1.9085 5.3304 -3.4218 0.01 -0.03 0.01 0.210
H -0.0168 3.8687 -2.8271 -0.04 -0.01 0.01 0.221
N 0.2492 -3.9998 -1.7915 0.17 0.06 -0.02 -0.840
C -0.0983 -2.6808 -1.7517 -0.16 -0.20 -0.11 0.795
N 0.4432 -1.9025 -2.7366 -0.08 -0.09 -0.04 -0.832
O -0.8951 -2.2567 -0.9239 -0.03 -0.09 -0.08 -0.707
H 0.8306 -4.3813 -2.5128 -0.01 -0.02 -0.01 0.389
H -0.1733 -4.6164 -1.1251 -0.02 0.01 0.04 0.406
H 1.3123 -2.1759 -3.1587 0.07 -0.01 0.04 0.387
H 0.3158 -0.9125 -2.6195 0.01 0.17 0.06 0.412

---

43
Properties=species:S:1:pos:R:3:forces:R:3:nbo_charge:R:1 method="wB97M-V/def2-TZVPD" orbital_gap_ha=0.35154 total_energy_ha=-1137.67420 largest_force_ev_per_a=1.46 e_lumo_ev=0.463 mol_weight_g_mol=338.37 e_above_lowest_kcal_mol=22.9
C -1.2007 4.2045 -6.1115 -0.01 -0.05 -0.03 -0.629
C -0.8690 3.5111 -4.8265 0.07 -0.01 0.06 0.000
C -1.8809 2.9906 -4.0259 0.08 0.00 0.02 -0.218
C -1.5826 2.3327 -2.8499 0.10 -0.05 0.13 -0.148
C -0.2609 2.1965 -2.4348 -0.07 0.02 -0.33 -0.171
C 0.0139 1.4649 -1.1695 0.04 -0.09 0.22 0.652
O -0.6355 0.5154 -0.7817 -0.07 -0.04 -0.03 -0.605
N 1.0168 2.0127 -0.4166 0.69 0.01 0.35 -0.447
N 1.5190 1.3125 0.6812 -0.73 0.36 -0.24 -0.480
C 2.6090 0.5186 0.5208 0.21 -0.01 0.06 0.682
O 3.3537 0.5940 -0.4301 0.14 -0.08 -0.18 -0.608
C 2.8429 -0.4102 1.7133 0.13 -0.05 -0.25 -0.544
C 1.5937 -1.1367 2.0424 -0.52 -0.48 0.31 0.364
N 0.4927 -0.4931 2.4771 -0.13 0.27 0.28 -0.534
C -0.4149 -1.4436 2.6014 0.69 -0.62 -0.30 0.515
N -1.6710 -1.3698 2.9983 -0.65 0.30 0.22 -0.437
C -2.3663 -2.4828 3.0221 0.13 0.09 0.00 0.283
C -3.7886 -2.3885 3.4636 -0.04 0.00 0.01 -0.649
C -1.8168 -3.7306 2.6511 0.33 -0.01 -0.11 -0.324
C -0.5085 -3.8149 2.2485 -0.38 -0.44 0.06 0.285
C 0.2051 -5.0486 1.8281 0.05 0.06 -0.01 -0.652
N 0.1775 -2.6571 2.2364 -0.75 1.18 0.42 -0.176
N 1.4467 -2.4418 1.8901 1.15 -0.40 -0.44 -0.315
C 0.7569 2.7004 -3.2383 -0.11 -0.09 0.16 -0.138
C 0.4499 3.3472 -4.4213 -0.07 0.06 -0.06 -0.225
H -1.4582 3.4695 -6.8745 -0.02 0.02 -0.10 0.224
H -0.3560 4.7867 -6.4710 0.01 0.06 -0.06 0.216
H -2.0566 4.8641 -5.9832 -0.04 0.07 -0.05 0.220
H -2.9108 3.1007 -4.3336 -0.11 0.02 -0.02 0.211
H -2.3651 1.9194 -2.2316 -0.07 -0.06 0.05 0.230
H 1.6771 2.6526 -0.8367 -0.20 -0.09 0.13 0.403
H 0.8201 1.0309 1.3750 0.13 0.21 -0.23 0.443
H 3.6336 -1.1155 1.4626 -0.03 0.14 -0.02 0.260
H 3.1453 0.2048 2.5632 0.03 -0.06 0.01 0.252
H -4.0149 -1.3626 3.7358 -0.03 0.02 0.02 0.242
H -3.9636 -3.0409 4.3173 -0.07 -0.05 0.05 0.225
H -4.4498 -2.7022 2.6576 -0.10 -0.04 -0.03 0.228
H -2.4280 -4.6178 2.6827 0.00 -0.11 -0.02 0.227
H 0.5640 -4.9289 0.8066 0.04 -0.03 -0.04 0.249
H 1.0805 -5.1987 2.4586 0.05 -0.04 0.00 0.246
H -0.4467 -5.9146 1.8897 -0.04 0.00 0.01 0.228
H 1.7934 2.5580 -2.9673 0.11 -0.02 0.05 0.209
H 1.2484 3.7285 -5.0417 0.07 0.04 -0.06 0.209

---

64
Properties=species:S:1:pos:R:3:forces:R:3:nbo_charge:R:1 method="wB97M-V/def2-TZVPD" orbital_gap_ha=0.16999 total_energy_ha=-11227.45772 largest_force_ev_per_a=1.68 e_lumo_ev=-7.421 mol_weight_g_mol=937.07 charge=+2
C 4.9424 3.4280 0.4680 0.36 -0.06 -0.16 -0.652
C 4.7141 3.6456 -1.0167 -0.58 0.71 1.38 0.230
F 4.6476 2.3137 -1.6020 0.13 -0.01 -0.75 -0.490
C 3.3992 4.4059 -1.1457 0.51 -0.33 -1.21 -0.898
B 2.3058 4.1164 -2.1866 0.02 -0.28 -0.10 0.710
C 1.1218 5.1545 -2.2576 0.21 0.00 0.28 -0.764
C -0.1128 4.7834 -1.4213 -0.34 0.57 -0.43 -0.489
C -0.6280 3.3898 -1.4606 -0.67 -0.56 0.83 0.988
F -1.9337 3.3459 -1.0598 0.10 0.12 0.04 -0.347
F 0.0281 2.5634 -0.6441 0.14 0.06 -0.48 -0.304
F -0.6772 2.7516 -2.6817 0.39 0.20 -0.36 -0.377
H 5.9548 3.5958 0.8309 0.07 -0.09 -0.19 0.221
H 4.2519 4.0964 0.9674 0.26 -0.19 0.56 0.251
H 4.6381 2.4039 0.6744 -0.07 0.07 0.37 0.246
H 5.5193 4.1947 -1.5020 0.09 -0.47 -0.33 0.176
H 3.6806 5.4556 -1.2710 -0.16 0.15 0.41 0.260
H 2.8317 4.2690 -0.2092 -0.14 0.23 -0.04 0.349
H 2.3007 3.1180 -2.8705 -0.08 0.10 0.04 -0.116
H 0.8520 5.4202 -3.2809 -0.16 -0.24 -0.05 0.242
H 1.4691 6.0757 -1.7864 0.04 0.11 -0.14 0.243
H -0.9537 5.4126 -1.7168 0.01 0.04 0.00 0.246
H 0.0683 4.9859 -0.3642 0.06 -0.18 0.02 0.281
C -2.6979 0.2230 -0.5362 -0.02 -0.03 0.04 -0.708
C -1.1914 0.0357 -0.5358 -0.28 0.61 0.30 -0.108
O -0.8368 -1.3214 -0.2559 -0.03 -0.55 -0.79 -0.416
C -0.9748 -2.1148 -1.2976 -0.25 0.41 0.34 0.735
O -1.4320 -1.7866 -2.3801 0.18 -0.16 0.08 -0.670
C -0.4004 -3.5059 -0.9657 0.07 0.01 0.00 0.912
F -0.8178 -3.8981 0.2398 0.02 -0.02 -0.07 -0.301
F 0.9039 -3.3971 -0.9980 -0.07 -0.23 0.08 -0.241
F -0.8072 -4.4369 -1.8517 0.07 0.29 -0.02 -0.336
H -3.1053 -0.0697 0.4313 0.02 0.09 0.05 0.288
H -2.9533 1.2713 -0.7096 0.01 -0.01 0.16 0.261
H -3.2166 -0.4018 -1.2792 -0.04 -0.06 0.11 0.182
H -0.7184 0.6634 0.2118 0.13 -0.19 0.31 0.307
H -0.7068 0.3007 -1.4892 0.13 0.10 0.09 0.135
F 3.2142 -4.1649 -1.8199 0.07 0.11 -0.23 -0.987
Na 5.0743 0.9136 -3.1623 -0.06 0.12 0.26 0.997
Na 4.4887 -5.6488 -1.7486 0.05 -0.09 0.13 0.991
C -0.3978 -3.7171 3.4002 0.01 -0.04 0.00 -0.106
C -1.3820 -3.2487 4.3505 -0.19 0.15 0.13 0.361
C -1.4741 -4.0518 5.6308 -0.01 0.02 0.24 0.339
O -2.2063 -3.7443 6.5460 0.11 -0.04 -0.27 -0.412
C -0.6472 -5.2491 5.7094 -0.01 0.03 -0.10 -0.029
C 0.3275 -5.7242 4.7360 0.14 -0.11 -0.09 0.341
C 0.4912 -4.8526 3.5095 0.14 0.12 -0.11 0.352
O 1.3093 -5.0912 2.6423 -0.18 -0.11 0.19 -0.464
O 0.9694 -6.7426 4.8805 -0.26 0.24 0.11 -0.421
O -2.0961 -2.2854 4.1554 0.20 -0.30 -0.13 -0.448
H -0.2863 -3.1613 2.4763 -0.05 0.17 0.08 0.236
H -0.7958 -5.8360 6.6118 0.11 -0.08 -0.04 0.249
C -6.8036 -1.7505 -3.1047 -0.22 0.10 0.15 -0.507
Br -8.3737 -2.7329 -3.5583 -0.02 -0.07 0.01 0.162
Br -6.8964 -0.9696 -1.3588 0.04 -0.02 -0.02 0.147
Br -5.2133 -2.8748 -3.2693 0.27 0.32 -0.22 -0.012
H -6.6803 -0.9525 -3.8242 0.07 -0.05 -0.05 0.239
Na -5.5383 -5.3244 -2.0806 -0.04 -0.37 0.10 0.840
O 0.6631 1.3766 2.2522 0.20 -0.61 -0.19 -0.897
P 1.6260 2.5318 2.5024 -0.16 0.15 -1.66 2.412
O 2.9576 2.0562 3.0662 -0.39 -0.18 0.60 -0.736
O 0.9679 3.4025 3.5610 0.54 0.42 0.37 -0.695
O 1.8832 3.2786 1.1895 -0.41 0.14 0.55 -1.052
Mg -2.4792 -6.4067 -3.1271 -0.19 -0.02 0.01 0.145
Al -2.1676 0.4820 -3.2136 0.11 -0.26 -0.16 0.909

---

46
Properties=species:S:1:pos:R:3:forces:R:3:nbo_charge:R:1 method="wB97M-V/def2-TZVPD" orbital_gap_ha=0.33398 total_energy_ha=-4192.35317 largest_force_ev_per_a=1.11 e_lumo_ev=-0.004 mol_weight_g_mol=459.32
C -3.3266 -1.4560 2.5804 0.06 -0.27 0.07 -0.617
C -3.0211 -2.6826 1.7319 -0.29 0.13 0.57 -0.229
N -2.6244 -2.2986 0.3876 -0.74 0.48 -0.62 -0.688
C -1.7866 -3.2431 -0.3285 0.16 -0.35 -0.53 -0.216
C -2.4452 -4.5980 -0.5705 0.13 0.24 0.08 -0.632
S -3.8863 -1.6543 -0.5225 0.29 0.41 0.05 2.312
O -5.1592 -2.1362 -0.0664 0.07 0.12 0.27 -0.940
O -3.5572 -1.8055 -1.9115 0.28 -0.06 0.01 -0.942
C -3.7525 0.0954 -0.1514 -0.08 -0.37 -0.07 -0.296
C -4.8583 0.8326 0.2236 -0.18 -0.16 -0.01 -0.218
C -4.7067 2.1903 0.4605 0.08 -0.19 -0.08 -0.182
C -3.4722 2.7994 0.3181 0.02 0.17 0.03 -0.250
C -2.3658 2.0468 -0.0720 -0.43 -0.20 0.05 0.234
N -1.0941 2.5963 -0.2432 0.30 -0.46 -0.18 -0.623
C -0.6804 3.8749 -0.0641 0.58 -0.28 -0.17 0.660
O -1.3647 4.8056 0.2854 -0.07 0.28 0.05 -0.594
C 0.8131 4.0681 -0.3613 -0.06 0.60 0.32 -0.182
O 1.4686 2.8605 -0.7277 -0.07 -0.14 -0.29 -0.523
C 2.4232 2.3957 0.1128 0.26 -0.02 0.39 0.748
O 2.7672 2.9480 1.1209 0.02 -0.12 -0.11 -0.554
C 2.9497 1.1257 -0.3934 -0.56 -0.22 -0.94 0.112
C 2.6266 0.3887 -1.5106 0.08 0.63 0.69 -0.213
C 3.4482 -0.7526 -1.4889 0.50 -0.10 0.58 -0.337
C 4.2095 -0.6201 -0.3577 -0.11 -0.45 -0.55 0.209
Br 5.5217 -1.7264 0.3520 -0.09 0.11 -0.02 0.132
O 3.9216 0.4964 0.3072 0.12 0.20 0.36 -0.371
C -2.5159 0.6814 -0.3071 0.07 0.26 0.00 -0.240
H -3.4627 -1.7556 3.6167 -0.07 0.02 0.10 0.217
H -4.2373 -0.9766 2.2352 -0.08 0.09 0.11 0.217
H -2.5095 -0.7406 2.5247 0.06 0.08 0.02 0.211
H -2.1902 -3.2395 2.1723 -0.03 0.01 -0.12 0.203
H -3.9068 -3.3281 1.7009 0.18 -0.09 0.10 0.206
H -1.5638 -2.7764 -1.2890 0.22 -0.15 0.08 0.226
H -0.8561 -3.3588 0.2371 -0.09 0.11 -0.04 0.196
H -1.7937 -5.2234 -1.1756 0.03 -0.11 -0.05 0.216
H -2.6467 -5.1094 0.3677 -0.04 -0.10 0.06 0.204
H -3.3829 -4.4486 -1.1001 -0.08 -0.11 -0.08 0.222
H -5.8095 0.3350 0.3242 -0.15 -0.01 0.06 0.244
H -5.5580 2.7835 0.7565 -0.07 0.05 0.03 0.223
H -3.3552 3.8547 0.5015 0.00 0.01 0.01 0.260
H -0.3879 1.9467 -0.5685 -0.09 0.23 0.09 0.413
H 1.2919 4.4965 0.5270 -0.19 -0.07 -0.20 0.248
H 0.9111 4.7745 -1.1906 -0.05 -0.13 0.10 0.221
H 1.8981 0.6449 -2.2518 -0.17 0.12 -0.13 0.241
H 3.4834 -1.5555 -2.1952 0.05 -0.18 -0.10 0.246
H -1.6822 0.0670 -0.6113 0.21 -0.01 -0.01 0.224

---

48
Properties=species:S:1:pos:R:3:forces:R:3:nbo_charge:R:1 method="wB97M-V/def2-TZVPD" orbital_gap_ha=0.23417 total_energy_ha=-2830.97939 largest_force_ev_per_a=4.57 e_lumo_ev=-0.636 mol_weight_g_mol=548.03 e_above_lowest_kcal_mol=20.5
Sr 0.6308 0.5148 -0.5012 -1.03 -0.62 -0.56 1.797
C -0.2788 -5.7161 -2.4051 1.00 0.67 -0.35 -0.762
S -1.1765 -4.7668 -1.1529 -0.61 -0.32 0.16 0.242
C -0.5821 -3.0881 -1.3178 0.48 -0.37 0.04 -0.054
S 1.1009 -2.9384 -1.5799 -0.64 1.30 0.02 -0.385
N -1.6081 -2.2777 -1.0918 0.64 -0.09 -0.60 -0.428
N -1.4289 -0.9366 -1.2235 -2.53 0.42 1.10 -0.264
C -2.6079 -0.3426 -0.9768 0.48 -3.62 -1.19 -0.017
C -2.8634 1.0212 -1.1109 1.91 4.00 -0.17 0.160
C -4.1357 1.6656 -1.1621 0.79 -2.02 0.28 -0.227
C -4.2111 3.0042 -1.3587 0.40 1.31 -1.05 -0.154
C -3.0386 3.7614 -1.5628 -0.35 -0.95 0.52 -0.277
C -1.8304 3.1366 -1.4287 -0.19 -1.96 0.39 0.039
N -1.7114 1.8011 -1.1954 -0.96 0.57 -0.11 -0.528
H -0.4676 -6.7860 -2.2416 -0.18 0.42 -0.02 0.228
H 0.8259 -5.5330 -2.2997 -1.11 -0.16 -0.23 0.244
H -0.6469 -5.3775 -3.4026 0.46 -0.50 0.66 0.217
H -3.4874 -1.0255 -0.9381 0.73 0.47 0.43 0.201
H -5.0167 1.0331 -1.0781 0.06 0.24 0.02 0.229
H -5.1707 3.4739 -1.5231 -0.10 0.05 0.30 0.223
H -2.9871 4.7922 -1.7779 -0.57 1.05 -0.18 0.219
H -0.9190 3.7112 -1.4947 0.26 -0.06 -0.04 0.183
Cl 1.4061 -3.0707 6.1690 0.79 -0.70 1.44 0.008
C 1.0080 -2.2363 4.7581 1.63 0.52 -1.60 -0.144
C -0.3324 -1.9657 4.5905 -0.81 0.38 -0.76 -0.178
C -0.7506 -1.5173 3.3542 1.01 0.20 1.30 -0.135
Cl -2.3928 -1.0241 3.2788 -0.38 0.10 -0.66 0.015
C 0.2003 -1.1447 2.3284 -0.24 -0.10 1.35 0.448
O -0.2573 -0.5613 1.3280 0.23 0.43 -0.80 -0.806
C 1.6241 -1.3516 2.6206 -0.33 1.30 -2.60 -0.304
C 2.7117 -0.8508 1.7766 -1.71 1.21 -0.87 0.463
O 2.6233 -0.0285 0.8077 0.49 -1.59 1.86 -0.752
C 2.0040 -1.9197 3.7926 -2.15 -2.03 3.48 -0.151
H -1.0429 -2.0648 5.4313 0.49 -0.15 -0.69 0.239
H 3.6885 -1.1946 2.1109 0.43 0.03 -0.14 0.139
H 2.9647 -2.2943 4.0721 0.83 0.31 -0.33 0.227
N 1.5485 2.9450 0.3860 0.15 0.28 1.67 -0.911
C 2.5621 3.3242 -0.6172 -0.12 0.18 -0.32 -0.244
C 2.3052 2.7311 -2.0244 0.47 1.03 -0.96 -0.250
N 2.3518 1.2649 -2.2279 0.50 0.73 0.64 -0.905
H 1.1424 3.7551 0.9155 0.50 -0.95 -1.06 0.391
H 2.0453 2.4138 1.1285 -0.53 0.35 -0.56 0.388
H 3.5361 2.9480 -0.2969 0.07 0.02 0.03 0.200
H 2.6817 4.4430 -0.6794 -0.28 -1.13 -0.23 0.214
H 3.0757 3.2157 -2.6381 0.06 -0.03 -0.04 0.189
H 1.3750 3.0535 -2.4961 -0.26 0.26 0.48 0.194
H 3.2182 0.9208 -1.8152 -0.03 -0.29 -0.48 0.384
H 2.3141 1.0821 -3.2300 0.24 -0.18 0.41 0.396

---

44
Properties=species:S:1:pos:R:3:forces:R:3:nbo_charge:R:1 method="wB97M-V/def2-TZVPD" orbital_gap_ha=0.33267 total_energy_ha=-2251.03260 largest_force_ev_per_a=1.00 e_lumo_ev=0.403 mol_weight_g_mol=398.94 e_above_lowest_kcal_mol=1.3
C -4.6357 -1.8794 -0.7092 -0.07 0.00 0.25 -0.716
C -3.3789 -1.7768 0.1288 -0.24 -0.10 -0.45 0.698
O -3.3857 -1.7282 1.3346 -0.03 -0.01 0.34 -0.596
N -2.2487 -1.7581 -0.6444 0.08 -0.06 -0.39 -0.609
C -0.9154 -1.6628 -0.2538 0.34 -0.05 0.26 0.173
C 0.0521 -1.6354 -1.2610 0.07 -0.09 0.12 -0.249
C 1.3913 -1.5428 -0.9411 -0.18 -0.13 -0.11 -0.147
C 1.7643 -1.4666 0.3867 0.61 0.07 0.27 -0.371
S 3.4937 -1.3428 0.8023 0.11 0.20 -0.50 2.319
O 4.1544 -2.5677 0.4607 -0.01 0.00 -0.25 -0.936
O 3.6054 -0.8314 2.1398 -0.26 0.09 -0.11 -0.942
N 4.0506 -0.1975 -0.2849 -0.13 -0.82 0.56 -0.884
C 4.1456 1.1756 0.1386 -0.19 0.52 0.10 -0.249
C 3.5090 2.1253 -0.8736 -0.50 -0.15 0.10 -0.526
S 1.8121 1.6688 -1.3443 0.03 0.30 0.02 0.190
C 0.9783 1.9095 0.2601 0.56 -0.04 -0.31 -0.556
C -0.5047 1.7151 0.1928 0.03 0.01 0.10 -0.054
C -1.2065 1.7292 -1.0039 0.02 -0.01 0.06 -0.204
C -2.5818 1.5767 -1.0262 -0.08 0.04 -0.06 -0.236
C -3.2813 1.4065 0.1555 0.03 0.07 -0.03 -0.163
C -2.6024 1.3796 1.3604 0.07 0.02 0.05 -0.231
C -1.2274 1.5340 1.3712 -0.16 0.09 -0.27 -0.021
Cl -0.3970 1.5074 2.8877 0.04 0.01 0.24 0.011
C 0.8204 -1.4972 1.3948 0.10 -0.01 0.00 -0.183
C -0.5228 -1.6003 1.0825 -0.12 -0.10 0.06 -0.211
H -4.6489 -2.8274 -1.2434 -0.01 -0.06 -0.09 0.232
H -5.5035 -1.8293 -0.0585 0.02 0.01 0.02 0.244
H -4.6773 -1.0678 -1.4318 -0.01 0.07 -0.11 0.224
H -2.3868 -1.7928 -1.6452 -0.08 0.02 0.21 0.397
H -0.2517 -1.6820 -2.2967 -0.03 0.00 -0.14 0.210
H 2.1483 -1.5191 -1.7071 0.01 0.04 -0.16 0.237
H 4.8036 -0.5450 -0.8536 0.11 -0.29 0.00 0.414
H 5.1869 1.4839 0.2966 -0.11 -0.12 0.07 0.202
H 3.6367 1.2350 1.1034 0.15 0.23 -0.07 0.230
H 4.0596 2.1053 -1.8135 0.05 0.09 -0.02 0.224
H 3.4972 3.1444 -0.4853 0.16 0.04 -0.04 0.221
H 1.4096 1.1974 0.9661 -0.09 0.15 0.06 0.238
H 1.2053 2.9260 0.5953 0.00 -0.07 0.14 0.232
H -0.6580 1.8649 -1.9235 -0.01 0.04 -0.12 0.227
H -3.1058 1.6012 -1.9703 -0.06 0.01 -0.09 0.213
H -4.3545 1.2939 0.1484 -0.12 -0.03 0.00 0.210
H -3.1328 1.2319 2.2870 -0.03 -0.04 0.11 0.236
H 1.1515 -1.4329 2.4193 -0.06 0.02 0.14 0.248
H -1.2682 -1.6284 1.8590 0.01 0.02 0.02 0.256